Record 1
C31H41I2N6O6PReS3 | the ωB97M-V functional and the def2-TZVPD basis

Summary:
Frontier orbital gap (spin up / spin down): 6.6277 / 7.0150 eV
Total energy: -114166.862 eV
⟨S²⟩: 0.766
HOMO level (spin up / spin down): -8.0 / -8.2 eV

The geometry in ORCA input format:
```
! wB97M-V def2-TZVPD RIJCOSX def2/J DEFGRID3
* xyz 0 2
Re -0.425 -0.105 0.049
C -3.066 0.861 -3.234
C -1.768 0.664 -2.516
N -1.722 -0.181 -1.490
N -2.637 -1.227 -1.643
C -2.207 -2.306 -1.109
S -0.660 -2.391 -0.289
S -3.098 -3.808 -1.100
C -4.600 -3.361 -2.022
C -4.473 -3.525 -3.506
C -4.135 -2.443 -4.310
C -3.996 -2.599 -5.681
C -4.196 -3.842 -6.263
C -4.540 -4.926 -5.469
C -4.678 -4.766 -4.099
C -0.592 1.322 -2.991
C -0.660 2.076 -4.192
C 0.457 2.585 -4.791
C 1.714 2.353 -4.213
C 1.820 1.642 -3.050
C 0.674 1.140 -2.402
O 0.890 0.548 -1.242
H -3.880 0.408 -2.680
H -3.040 0.445 -4.242
H -3.234 1.934 -3.313
H -4.847 -2.340 -1.736
H -5.361 -4.027 -1.615
H -3.978 -1.479 -3.847
H -3.734 -1.749 -6.297
H -4.089 -3.964 -7.333
H -4.704 -5.897 -5.917
H -4.948 -5.615 -3.481
H -1.621 2.247 -4.653
H 0.374 3.155 -5.705
H 2.606 2.745 -4.685
H 2.777 1.465 -2.577
C 4.353 6.259 1.272
C 3.086 5.469 1.088
C 3.063 4.327 0.291
C 1.906 3.586 0.138
C 0.747 3.996 0.784
C 0.745 5.128 1.583
C 1.916 5.857 1.728
S -0.733 3.036 0.616
O -0.976 2.801 -0.787
O -1.742 3.697 1.390
N -0.326 1.593 1.259
C -0.264 1.695 2.737
C 0.364 0.479 3.420
O 1.448 0.573 3.961
O -0.347 -0.611 3.415
H 5.130 5.927 0.586
H 4.733 6.148 2.289
H 4.179 7.322 1.103
H 3.971 4.011 -0.210
H 1.901 2.686 -0.453
H -0.170 5.425 2.075
H 1.920 6.743 2.351
H -1.276 1.841 3.124
H 0.335 2.565 3.010
C 2.267 -2.298 4.268
N 1.941 -2.570 2.873
C 0.874 -3.556 2.731
P 2.356 -1.608 1.623
O 1.394 -0.597 1.062
N 2.659 -2.691 0.402
C 2.851 -2.177 -0.948
C 3.323 -3.964 0.612
N 3.682 -0.772 2.094
C 3.787 0.677 2.026
C 4.885 -1.456 2.523
H 2.784 -3.165 4.693
H 1.350 -2.110 4.827
H 2.882 -1.410 4.360
H 1.158 -4.478 3.247
H 0.695 -3.790 1.686
H -0.048 -3.173 3.174
H 2.372 -1.208 -1.060
H 2.408 -2.866 -1.670
H 3.918 -2.074 -1.180
H 3.171 -4.312 1.631
H 4.400 -3.895 0.418
H 2.906 -4.708 -0.071
H 2.837 1.110 1.734
H 4.556 0.968 1.302
H 4.053 1.078 3.007
H 4.705 -2.525 2.626
H 5.210 -1.076 3.496
H 5.700 -1.309 1.807
I -2.247 -0.663 2.197
I -4.741 -0.520 0.943
*
```

=====

Record 2
C6H6N4O2 | the ωB97M-V functional and the def2-TZVPD basis

Summary:
Frontier orbital gap: 9.4275 eV
Structure (SMILES): NC(=O)NC(=O)c1cnccn1
Total energy: -16373.348 eV
HOMO level: -9.6 eV

The geometry in ORCA input format:
```
! wB97M-V def2-TZVPD RIJCOSX def2/J DEFGRID3
* xyz 0 1
N 3.383 -0.807 0.044
C 2.109 -0.307 0.420
O 1.347 -1.051 1.096
N 1.792 0.840 -0.175
C 0.526 1.472 -0.141
O 0.414 2.671 -0.415
C -0.738 0.514 0.090
C -1.804 1.043 0.861
N -2.949 0.415 0.773
C -3.147 -0.637 -0.106
C -1.994 -1.190 -0.779
N -0.718 -0.641 -0.536
H 3.669 -0.510 -0.933
H 3.184 -1.881 0.099
H 2.517 1.618 -0.198
H -1.706 1.967 1.513
H -4.025 -1.334 -0.183
H -1.858 -2.180 -1.429
*
```

=====

Record 3
C2H3FMgO | the ωB97M-V functional and the def2-TZVPD basis

Summary:
Frontier orbital gap (spin up / spin down): 4.9367 / 4.9364 eV
Total energy: -12307.742 eV
HOMO level (spin up / spin down): -17.9 / -17.9 eV

The geometry in ORCA input format:
```
! wB97M-V def2-TZVPD RIJCOSX def2/J DEFGRID3
* xyz 2 1
H 1.035 1.414 0.242
O 0.019 1.107 0.277
C 0.193 -0.281 0.210
C -0.348 -1.088 -0.895
Mg -1.548 2.222 -0.003
H -0.195 -0.702 1.157
H 1.205 -0.321 -0.418
F -0.361 -2.349 -0.570
*
```

=====

Record 4
C5H10N2O2 | the ωB97M-V functional and the def2-TZVPD basis

Summary:
Frontier orbital gap: 8.6607 eV
Structure (SMILES): C/C=C(/O)N(N)C(C)=O
Total energy: -12419.467 eV
HOMO level: -7.9 eV

The geometry in ORCA input format:
```
! wB97M-V def2-TZVPD RIJCOSX def2/J DEFGRID3
* xyz 0 1
C -0.720 1.440 1.520
C -1.048 0.843 0.169
C -1.161 -0.563 -0.018
O -2.207 -1.185 -0.500
N 0.056 -1.143 -0.035
N 0.072 -2.373 -0.742
C 0.644 0.218 -0.824
C 1.827 0.806 -0.098
O 0.579 0.124 -2.040
H -0.121 0.761 2.128
H -1.631 1.668 2.083
H -0.164 2.374 1.409
H -1.792 1.395 -0.400
H -1.867 -2.068 -0.795
H 0.758 -2.985 -0.316
H 0.377 -2.151 -1.697
H 1.937 1.851 -0.389
H 2.712 0.261 -0.435
H 1.749 0.728 0.981
*
```

=====

Record 5
C25H28BLiN6O2S2 | the ωB97M-V functional and the def2-TZVPD basis

Summary:
Frontier orbital gap: 8.5688 eV
Total energy: -61970.073 eV
HOMO level: -8.3 eV

The geometry in ORCA input format:
```
! wB97M-V def2-TZVPD RIJCOSX def2/J DEFGRID3
* xyz 0 1
Li 0.032 -0.882 -0.129
C -1.916 -2.222 3.392
C -1.105 -2.464 2.276
N -0.744 -1.325 1.701
N -1.304 -0.335 2.417
C -2.014 -0.844 3.438
B -1.049 1.148 2.084
N 0.470 1.409 2.238
C 1.389 0.667 2.890
C 2.579 1.366 2.886
C 2.267 2.554 2.203
N 0.999 2.571 1.819
N -1.499 1.479 0.636
C -2.197 2.557 0.252
C -2.340 2.523 -1.121
C -1.673 1.351 -1.497
N -1.163 0.731 -0.439
H -2.365 -2.938 4.057
H -0.780 -3.405 1.858
H -2.531 -0.191 4.120
H -1.700 1.827 2.837
H 1.131 -0.291 3.312
H 3.519 1.073 3.324
H 2.909 3.391 1.971
H -2.537 3.270 0.983
H -2.856 3.227 -1.750
H -1.540 0.930 -2.482
O 1.765 -0.088 -0.503
S 3.153 0.465 -0.521
C 3.874 -0.128 -2.079
C 3.815 -1.654 -2.119
C 2.484 -2.149 -2.692
C 2.166 -3.611 -2.421
S 1.266 -3.914 -0.863
O 0.289 -2.793 -0.711
C 2.595 -3.644 0.310
C 3.667 -4.530 0.321
C 4.702 -4.329 1.218
C 4.652 -3.260 2.108
C 3.559 -2.409 2.113
C 2.514 -2.603 1.217
C 3.021 2.183 -0.984
C 1.769 2.714 -1.235
C 1.669 4.061 -1.553
C 2.807 4.852 -1.611
C 4.057 4.306 -1.342
C 4.168 2.964 -1.016
H 4.898 0.249 -2.091
H 3.320 0.329 -2.901
H 3.976 -2.046 -1.112
H 4.639 -2.032 -2.729
H 2.491 -1.997 -3.775
H 1.666 -1.543 -2.303
H 3.047 -4.257 -2.403
H 1.479 -4.007 -3.171
H 3.698 -5.368 -0.366
H 5.545 -5.007 1.228
H 5.464 -3.103 2.806
H 3.509 -1.581 2.807
H 1.658 -1.942 1.223
H 0.891 2.089 -1.143
H 0.693 4.491 -1.733
H 2.722 5.904 -1.851
H 4.941 4.929 -1.372
H 5.135 2.537 -0.773
*
```

=====

Record 6
C5H10O2S | the ωB97M-V functional and the def2-TZVPD basis

Summary:
Frontier orbital gap (spin up / spin down): 5.5599 / 4.3368 eV
Total energy: -20276.812 eV
⟨S²⟩: 0.756
HOMO level (spin up / spin down): -2.4 / -2.4 eV

The geometry in ORCA input format:
```
! wB97M-V def2-TZVPD RIJCOSX def2/J DEFGRID3
* xyz -1 2
O 1.102 0.164 -2.508
C 1.889 -0.738 -1.846
O 2.968 -1.048 -2.311
C 1.283 -1.251 -0.641
C -0.016 -0.802 -0.109
C -1.074 -1.943 0.005
S -1.523 1.277 1.818
C -2.192 2.499 2.984
H 1.603 0.525 -3.256
H 2.058 -1.510 0.074
H -0.859 -2.524 0.895
H 0.172 -0.576 0.943
H -0.461 0.097 -0.520
H -1.068 -2.555 -0.904
H -2.073 -1.518 0.066
H -1.783 2.449 3.995
H -3.268 2.328 3.166
H -2.148 3.532 2.620
*
```

=====

Record 7
C57H67BF15GeN6OPRuS4 | the ωB97M-V functional and the def2-TZVPD basis

Summary:
Frontier orbital gap (spin up / spin down): 6.7797 / 6.0448 eV
Total energy: -224347.944 eV
⟨S²⟩: 0.763
HOMO level (spin up / spin down): -10.6 / -10.6 eV

The geometry in ORCA input format:
```
! wB97M-V def2-TZVPD RIJCOSX def2/J DEFGRID3
* xyz 1 2
Ru -0.305 0.177 -0.239
C -0.259 3.324 -2.339
C -1.316 2.337 -2.659
C -2.266 2.402 -3.683
C -2.998 1.233 -3.591
C -4.103 0.761 -4.470
N -2.503 0.523 -2.562
N -1.481 1.198 -1.989
B -2.871 -0.890 -2.091
N -1.603 -1.717 -2.354
N -0.411 -1.273 -1.916
C 0.547 -1.936 -2.566
C 1.979 -1.662 -2.282
C -0.053 -2.833 -3.454
C -1.415 -2.666 -3.290
C -2.527 -3.394 -3.962
N -3.212 -0.784 -0.607
N -2.370 -0.234 0.280
C -3.006 -0.086 1.444
C -2.349 0.453 2.668
C -4.317 -0.543 1.284
C -4.412 -0.969 -0.028
C -5.604 -1.532 -0.720
H -0.635 4.335 -2.475
H 0.072 3.189 -1.314
H 0.606 3.192 -2.993
H -2.397 3.197 -4.396
H -4.344 1.538 -5.191
H -3.808 -0.137 -5.014
H -4.999 0.526 -3.894
H -3.782 -1.346 -2.695
H 2.031 -1.024 -1.405
H 2.533 -2.581 -2.090
H 2.438 -1.143 -3.124
H 0.436 -3.530 -4.113
H -2.127 -4.231 -4.529
H -3.247 -3.769 -3.235
H -3.063 -2.738 -4.650
H -1.272 0.351 2.585
H -2.587 1.510 2.798
H -2.691 -0.091 3.549
H -5.088 -0.576 2.034
H -6.396 -1.683 0.010
H -5.965 -0.840 -1.483
H -5.383 -2.481 -1.208
C 6.245 -0.879 -0.805
C 5.689 -0.932 0.619
S 3.889 -1.232 0.671
C 3.195 0.333 1.288
C 3.573 1.558 0.472
S 2.552 1.780 -1.033
C 3.837 2.014 -2.313
C 4.751 0.821 -2.585
S 6.259 0.789 -1.544
H 5.695 -1.547 -1.465
H 7.292 -1.182 -0.795
H 5.913 -0.019 1.168
H 6.139 -1.770 1.150
H 3.495 0.456 2.329
H 2.114 0.167 1.258
H 4.603 1.501 0.133
H 3.456 2.455 1.081
H 4.411 2.903 -2.049
H 3.257 2.237 -3.210
H 5.109 0.885 -3.613
H 4.220 -0.117 -2.445
O -0.179 -2.047 0.906
P 0.176 -3.367 1.541
C -1.366 -4.377 1.717
C -2.451 -3.577 2.441
C -3.825 -4.221 2.202
C -3.727 -5.749 2.078
C -2.573 -6.264 2.931
C -1.234 -5.774 2.354
C 1.059 -2.995 3.120
C 1.331 -4.148 4.108
C 0.323 -4.164 5.256
C 0.411 -2.875 6.094
C 0.892 -1.689 5.244
C 0.352 -1.821 3.824
C 1.439 -4.153 0.437
C 0.827 -4.626 -0.889
C 0.422 -6.099 -0.924
C 1.564 -6.996 -0.449
C 1.979 -6.603 0.967
C 2.459 -5.155 0.990
H -1.682 -4.472 0.669
H -2.454 -2.549 2.084
H -2.227 -3.553 3.510
H -4.269 -3.803 1.296
H -4.482 -3.963 3.036
H -3.547 -6.031 1.036
H -4.667 -6.209 2.382
H -2.571 -7.355 2.951
H -2.705 -5.913 3.958
H -0.909 -6.488 1.600
H -0.488 -5.770 3.149
H 2.020 -2.626 2.738
H 2.330 -4.018 4.531
H 1.332 -5.112 3.598
H 0.512 -5.032 5.890
H -0.686 -4.277 4.852
H 1.094 -3.019 6.933
H -0.572 -2.651 6.512
H 1.985 -1.667 5.212
H 0.566 -0.750 5.694
H 0.505 -0.904 3.254
H -0.725 -1.999 3.868
H 1.992 -3.228 0.217
H 1.572 -4.468 -1.675
H -0.033 -4.000 -1.137
H 0.142 -6.355 -1.949
H -0.455 -6.271 -0.298
H 2.418 -6.881 -1.123
H 1.260 -8.044 -0.481
H 2.779 -7.255 1.323
H 1.134 -6.732 1.645
H 3.347 -5.086 0.354
H 2.774 -4.870 1.995
F 0.734 5.535 -0.830
C 1.880 5.627 -0.141
C 1.929 5.098 1.139
C 3.100 5.301 1.849
F 3.202 4.872 3.109
C 4.193 5.947 1.293
F 5.315 6.089 1.992
C 4.126 6.415 -0.009
F 5.174 7.000 -0.563
C 2.953 6.265 -0.732
F 2.874 6.715 -1.981
Ge 0.291 4.159 1.801
S -0.025 2.129 1.038
C -1.109 5.508 1.434
C -0.864 6.793 1.893
F 0.268 7.014 2.582
C -1.755 7.830 1.703
F -1.500 9.047 2.166
C -2.937 7.572 1.022
F -3.814 8.544 0.831
C -3.204 6.299 0.543
F -4.339 6.062 -0.109
C -2.290 5.281 0.757
F -2.565 4.052 0.306
C 0.441 3.927 3.767
C -0.374 4.554 4.696
F -1.401 5.301 4.285
C -0.172 4.412 6.059
F -0.969 5.023 6.927
C 0.867 3.615 6.514
F 1.077 3.479 7.812
C 1.669 2.936 5.608
F 2.646 2.145 6.043
C 1.432 3.092 4.258
F 2.189 2.413 3.385
*
```

=====

Record 8
C19H33Cl2N2O4SZn | the ωB97M-V functional and the def2-TZVPD basis

Summary:
Frontier orbital gap: 5.4809 eV
Total energy: -115705.960 eV
HOMO level: -3.0 eV

The geometry in ORCA input format:
```
! wB97M-V def2-TZVPD RIJCOSX def2/J DEFGRID3
* xyz -1 1
O 2.889 1.274 -0.988
C 1.928 1.540 -1.669
C 1.278 2.964 -1.710
C 0.910 3.651 -0.578
H 0.711 3.060 0.308
C 0.803 5.030 -0.512
H 0.528 5.521 0.440
C 1.089 5.822 -1.640
H 1.054 6.925 -1.593
C 1.437 5.163 -2.842
H 1.681 5.766 -3.741
C 1.500 3.734 -2.877
H 1.768 3.247 -3.806
H 1.873 1.274 -2.802
C 0.000 -0.547 -3.066
C -0.445 0.469 -2.097
H -0.278 -0.308 -4.088
H -0.466 -1.514 -2.833
H 1.075 -0.680 -3.130
C -1.251 1.512 -2.474
C -2.395 1.356 -3.490
H -1.206 2.555 -2.130
H -2.391 2.105 -4.308
H -3.387 1.478 -3.017
H -2.413 0.372 -3.982
Zn -1.548 -0.222 -0.690
Cl -1.036 1.499 0.753
Cl -3.144 -1.377 -1.589
C -2.696 -1.216 2.086
O -1.503 -1.515 1.911
N -3.602 -1.988 2.719
C -3.242 -3.293 3.237
C -5.000 -1.611 2.816
H -3.113 -0.259 1.714
H -2.176 -3.481 3.034
H -3.856 -4.064 2.757
H -3.425 -3.325 4.317
H -5.100 -0.604 2.382
H -5.325 -1.593 3.860
H -5.642 -2.306 2.264
H 1.590 -4.887 -0.314
H 4.059 -3.845 -0.029
C 1.493 -4.106 -1.064
C 3.701 -3.049 -0.710
N 2.240 -2.931 -0.651
H 0.452 -3.828 -1.184
C 1.614 -1.813 -0.218
O 0.380 -1.667 -0.244
H 4.177 -2.096 -0.439
H 2.288 -1.023 0.178
H 1.909 -4.473 -1.996
H 4.022 -3.333 -1.732
C 2.720 -0.739 3.309
S 1.540 0.439 2.616
C 0.380 0.507 3.982
O 2.241 1.769 2.516
H 2.161 -1.595 3.710
H 3.280 -0.222 4.102
H 3.389 -1.066 2.507
H 0.790 -0.070 4.822
H 0.252 1.552 4.259
H -0.559 0.061 3.636
*
```

=====

Record 9
C13H23GeN2O4RhSe | the ωB97M-V functional and the def2-TZVPD basis

Summary:
Frontier orbital gap (spin up / spin down): 7.8131 / 7.7957 eV
Total energy: -149888.840 eV
⟨S²⟩: 6.013
HOMO level (spin up / spin down): -7.7 / -9.3 eV

The geometry in ORCA input format:
```
! wB97M-V def2-TZVPD RIJCOSX def2/J DEFGRID3
* xyz 0 5
Rh -0.090 0.302 1.242
O 1.475 3.759 -1.085
Se 1.019 2.646 -0.045
O 2.402 2.630 1.118
O 1.008 1.085 -0.592
O -0.288 2.881 0.882
C 1.773 -5.890 1.322
C 1.254 -4.494 1.137
C 2.035 -3.492 0.579
C 1.518 -2.216 0.442
N 0.281 -1.896 0.828
C -0.480 -2.857 1.360
C -0.039 -4.154 1.524
H 2.772 -6.002 0.906
H 1.114 -6.613 0.838
H 1.812 -6.143 2.382
H 3.045 -3.697 0.249
H 2.098 -1.413 0.002
H -1.481 -2.562 1.653
H -0.701 -4.894 1.955
C 3.904 0.637 3.820
C 3.571 1.908 3.053
C 2.366 1.752 2.164
N 1.437 0.933 2.370
H 4.717 0.819 4.522
H 4.213 -0.158 3.140
H 3.040 0.282 4.379
H 4.403 2.243 2.434
H 3.345 2.725 3.744
C -1.534 -0.195 4.200
Ge -2.957 0.144 2.889
C -3.922 1.747 3.431
C -4.155 -1.406 2.886
C -2.225 0.423 1.099
H -1.954 -0.262 5.206
H -0.805 0.617 4.189
H -1.008 -1.128 3.990
H -4.317 1.634 4.441
H -4.750 1.947 2.751
H -3.248 2.604 3.413
H -4.740 -1.423 3.807
H -3.596 -2.342 2.828
H -4.841 -1.361 2.041
H -2.439 1.420 0.719
H -2.467 -0.344 0.358
*
```

=====

Record 10
C2H2NO2S2 | the ωB97M-V functional and the def2-TZVPD basis

Summary:
Frontier orbital gap: 7.0741 eV
Total energy: -29364.210 eV
HOMO level: -3.8 eV

The geometry in ORCA input format:
```
! wB97M-V def2-TZVPD RIJCOSX def2/J DEFGRID3
* xyz -1 1
C 0.725 -2.016 0.085
C 1.428 1.774 0.649
N -0.405 -1.952 0.338
O 1.331 2.353 1.623
O -2.464 0.474 -0.289
S 1.481 1.010 -0.694
S 2.238 -2.049 -0.490
H -1.739 -0.079 0.048
H -2.595 0.486 -1.269
*
```